(1)
Density functional theory data (ωB97M-V with the def2-TZVPD basis set) for 7 unconnected molecules or ions with the total composition C35H58Cl19O4PSSi in a non-equilibrium geometry.

The geometry in XYZ format:
```
119
Properties=species:S:1:pos:R:3:forces:R:3
C -4.018 -2.904 -0.896 0.3439 -0.8996 0.6592
C -3.625 -2.935 -2.481 -2.1513 -1.7892 -0.3948
P -2.198 -1.911 -3.076 -0.1909 0.2584 0.0523
C -1.519 -2.198 -4.774 0.9683 -0.7217 -2.1881
C 0.038 -2.682 -4.932 0.3329 -0.7161 -1.2667
C -1.339 -0.756 -1.894 -0.2580 2.4966 -1.2351
C -0.135 0.019 -2.762 0.0556 0.7928 -0.6548
C 0.285 1.485 -2.186 0.0279 0.5889 -0.3551
C 0.931 1.531 -0.692 0.0240 0.9276 0.5426
C 2.418 2.243 -0.638 -0.7154 -0.0497 0.4732
C 2.356 3.463 0.468 1.1042 0.7327 -0.3379
C 2.678 3.007 2.010 -0.1674 0.2318 -0.1464
C 1.538 2.060 2.709 0.2382 -0.2145 0.9103
C 0.172 2.878 3.172 0.6052 0.0843 -0.3844
Si -1.304 1.648 3.565 -0.1215 -0.3083 0.1627
C -2.947 2.595 4.022 -0.8148 0.5455 -0.2657
C -1.754 0.519 2.033 0.3261 0.1836 -1.0116
C -0.740 0.406 4.965 1.0064 -2.9797 3.3494
C 0.622 0.597 5.858 -1.7040 -3.2561 1.1608
C 1.089 -0.516 7.012 -4.4845 -0.8405 -2.8593
C 0.096 -1.818 7.209 -0.7978 2.1874 -2.0829
C -1.306 -2.025 6.360 1.9610 3.7795 -1.4464
C -1.736 -0.900 5.215 3.9086 0.3462 2.5982
C -2.511 0.345 -1.406 -0.4689 -1.2156 1.0402
C -3.542 0.897 -2.496 -1.0332 1.9656 -0.8087
C -2.984 1.371 -3.953 -0.0930 0.9362 0.0221
O -4.778 0.067 -2.713 1.3046 0.4255 -0.8722
O -0.881 -1.207 -0.619 0.4984 -0.6009 0.0664
C -0.099 -2.326 -0.358 2.4425 -0.9533 0.9474
S -0.740 -4.064 -0.757 -0.3070 0.1385 -0.2826
C 1.503 -2.345 -0.840 0.0673 -0.9015 0.6556
C 2.380 -3.325 0.196 0.7979 -0.1268 0.0451
C 3.855 -2.689 0.578 -0.4344 4.2702 2.4134
O 3.974 -1.494 1.169 -0.6404 -7.0252 -3.6814
O 1.525 -3.058 -2.129 2.3379 1.5739 -0.3344
C 2.774 -2.832 -2.872 -0.1486 1.0314 0.6050
Cl 3.032 -4.317 -3.990 -0.1787 1.7129 1.0360
H -3.138 -2.467 -0.237 -2.0806 -0.7485 -1.3555
H -5.053 -2.389 -0.702 2.2614 -0.6817 -0.4603
H -4.139 -4.035 -0.536 0.2886 2.4824 -0.7863
H -3.446 -4.075 -2.765 -0.1667 2.3380 0.5389
H -4.612 -2.624 -3.076 2.2192 -0.5704 1.2321
H -1.634 -1.250 -5.492 0.1332 -1.8408 1.6334
H -2.173 -3.042 -5.313 1.2086 1.7957 1.4523
H 0.266 -3.735 -4.417 -0.6003 2.6189 -0.8540
H 0.209 -2.882 -6.096 -0.3426 0.4572 2.3691
H 0.840 -1.865 -4.643 -1.8912 -1.7702 -0.3506
H 0.844 -0.613 -2.862 -1.9622 0.8954 0.4866
H -0.472 0.214 -3.893 0.4948 -0.6042 2.5642
H -0.628 2.254 -2.196 1.8731 -1.8945 -0.1012
H 1.065 1.947 -2.962 -1.5702 -1.0816 1.6639
H 0.223 2.223 -0.025 1.4465 -1.6170 -1.3928
H 1.010 0.513 -0.127 -0.4103 1.7324 -1.3523
H 3.171 1.414 -0.284 -1.1589 1.7699 -0.6772
H 2.754 2.635 -1.711 -0.8598 -0.7477 2.4814
H 3.198 4.254 0.169 -1.7032 -1.6420 0.6985
H 1.335 4.074 0.388 2.0721 -1.5200 0.1869
H 3.750 2.487 2.054 -2.4111 0.9629 -0.2168
H 2.777 3.991 2.655 -0.3315 -1.9991 -1.2857
H 2.057 1.582 3.673 -1.2620 1.0061 -2.0913
H 1.191 1.143 2.057 0.9333 1.8403 1.0387
H 0.363 3.571 4.119 -0.2934 -1.2768 -2.1510
H -0.188 3.516 2.251 0.7115 -0.9015 1.8451
H -3.768 1.844 4.429 1.7634 1.6228 -0.6676
H -3.393 3.025 3.007 1.1103 -0.7467 2.2822
H -2.780 3.496 4.759 -0.4409 -1.8571 -1.3128
H -1.497 -0.610 2.222 -0.7460 2.1466 -0.4346
H -2.866 0.701 1.664 2.2993 -0.6552 0.8649
H -1.054 0.885 1.162 -1.3654 -0.8726 1.5207
H 1.335 1.534 5.729 -1.8394 -2.1403 0.1432
H 2.073 -0.408 7.637 -2.1898 -0.2194 -1.3928
H 0.389 -2.659 7.996 -0.7089 2.0701 -1.8938
H -2.042 -2.932 6.491 1.8949 1.9091 -0.0322
H -2.731 -0.979 4.564 2.4174 0.0328 1.6511
H -3.145 -0.284 -0.609 1.2525 1.4205 -1.8180
H -2.060 1.228 -0.767 -0.7442 -1.7097 -1.5726
H -4.002 1.900 -2.025 1.1958 -2.0506 -0.8462
H -2.509 0.538 -4.619 -0.9996 1.4506 1.4401
H -2.200 2.247 -3.807 -1.5432 -1.8543 -0.3236
H -3.903 1.855 -4.537 1.9296 -1.0696 1.2183
H -4.994 0.025 -3.693 0.8043 0.2010 1.8589
H 0.019 -2.385 0.839 -0.6548 0.1868 -2.7206
H -0.793 -4.259 -2.151 0.3718 0.8207 1.4536
H 1.977 -1.278 -0.900 -0.9283 -1.8950 0.0763
H 1.832 -3.529 1.208 0.9475 0.6221 -1.8204
H 2.521 -4.395 -0.315 -0.2704 2.4928 1.0063
H 4.804 -3.373 0.350 -1.8076 1.5610 0.4683
H 2.704 -1.807 -3.476 0.1161 -2.4915 0.8389
H 3.737 -2.754 -2.210 -1.9231 -0.4342 -1.0007
Cl 4.990 -5.486 2.593 0.1828 0.0249 -0.0541
C 6.650 -5.571 1.979 0.0669 0.0102 0.1197
Cl 7.483 -6.991 2.635 -0.0951 0.2359 -0.0886
Cl 6.657 -5.609 0.208 0.0126 0.0428 0.1442
H 7.184 -4.676 2.307 -0.1951 -0.3080 -0.1190
Cl -6.660 1.987 4.215 -0.0936 0.0773 -0.2001
C -6.608 2.897 2.696 -0.0640 0.0484 0.0193
Cl -6.383 4.626 3.014 -0.0851 -0.2280 0.1394
Cl -5.317 2.284 1.648 -0.4706 -0.0617 -0.2406
H -7.562 2.763 2.181 0.3519 0.0362 0.1738
Cl 5.167 4.551 3.832 0.3340 0.1842 -0.0106
C 6.244 5.411 2.719 0.0480 0.0164 0.0563
Cl 6.647 4.389 1.329 -0.0340 0.0947 0.1541
Cl 5.501 6.927 2.181 0.1119 -0.1668 0.0770
H 7.169 5.650 3.250 -0.3319 -0.0839 -0.1982
Cl 4.638 1.376 -3.174 0.2177 0.0193 -0.1925
C 5.531 2.674 -3.985 0.0959 0.0107 -0.0695
Cl 4.436 3.665 -4.964 0.1375 -0.1454 0.0978
Cl 6.385 3.676 -2.800 -0.0992 -0.1502 -0.1494
H 6.271 2.219 -4.649 -0.2674 0.1653 0.2372
Cl 1.089 -8.371 -4.726 -0.0395 0.1890 0.0751
C 0.504 -6.979 -3.798 0.1221 -0.0097 0.0810
Cl -1.049 -6.414 -4.436 0.1081 0.0183 0.0639
Cl 0.358 -7.393 -2.081 0.0421 0.0957 -0.2331
H 1.232 -6.169 -3.896 -0.2818 -0.2617 0.0651
Cl -6.219 7.723 -1.869 -0.0612 -0.0573 0.1909
C -6.288 7.055 -0.230 -0.0391 -0.0529 0.0054
Cl -5.728 5.374 -0.219 -0.0689 0.2301 -0.1752
Cl -5.323 8.038 0.884 -0.1554 -0.1237 -0.0902
H -7.328 7.073 0.107 0.3695 -0.0048 -0.1136
```
Positions in Å, forces in eV/Å.

Output
LUMO: 0.0 eV
Kohn-Sham gap: 6.590 eV
Structure (SMILES): CCP(CC)[C@@](CCCCCCCC[Si](C)(C)c1ccccc1)(C[C@@H](C)O)O[C@@H](S)[C@@H](CC=O)OCCl.ClC(Cl)Cl.ClC(Cl)Cl.ClC(Cl)Cl.ClC(Cl)Cl.ClC(Cl)Cl.ClC(Cl)Cl



(2)
Density functional theory data (ωB97M-V with the def2-TZVPD basis set) for a single C35H58O6 molecule.

The geometry in XYZ format:
```
99
Properties=species:S:1:pos:R:3:forces:R:3
C -1.896 -0.869 -2.292 -0.0032 -0.0270 0.0556
C -1.388 -0.157 -1.075 -0.1697 0.0756 0.1561
C -0.109 0.386 -1.040 0.0385 0.0697 0.0987
C 0.322 1.078 0.101 -0.5444 -0.2197 -0.0269
C -0.512 1.223 1.209 0.2443 0.1250 -0.0487
C -1.798 0.687 1.178 -0.3313 -0.3066 -0.3158
C -2.203 -0.006 0.044 0.4110 0.0789 0.2049
O -3.510 -0.536 0.022 0.3729 0.5563 -0.0206
C -3.644 -1.866 0.061 -0.2116 -0.8930 0.1268
O -2.737 -2.636 0.220 -0.0013 0.1220 -0.0335
C -5.088 -2.285 -0.135 0.0019 0.2376 -0.0548
C -6.072 -1.122 -0.054 0.1823 -0.0084 -0.1473
C -5.739 -0.082 -1.106 -0.2385 -0.2040 0.1048
O -5.431 -0.330 -2.241 -0.0455 -0.0951 -0.1170
O -5.852 1.151 -0.606 -0.0409 0.1924 0.3247
C -5.559 2.257 -1.462 0.2594 0.5188 -0.2710
H -4.959 1.907 -2.309 -0.1100 0.1256 0.1215
H -6.505 2.665 -1.830 0.0662 -0.0566 0.0255
C -4.800 3.313 -0.658 -0.5385 -0.2578 -0.1298
O -3.445 3.002 -0.482 0.3429 -0.2306 0.0729
H -3.372 2.108 -0.122 0.1138 0.0899 -0.0072
H -5.304 3.439 0.312 -0.0183 0.0882 -0.1199
H -4.825 4.263 -1.197 -0.1067 -0.0652 0.0281
H -6.058 -0.650 0.928 -0.0578 -0.0382 -0.0355
H -7.082 -1.488 -0.252 -0.0017 0.0523 0.0231
H -5.142 -2.738 -1.130 0.0332 -0.0260 0.0780
H -5.324 -3.059 0.597 0.0854 0.0235 -0.0584
C -2.735 0.877 2.335 0.0378 -0.0573 -0.0378
H -2.369 0.356 3.220 0.0023 -0.0258 0.1086
H -3.723 0.492 2.098 -0.0395 0.0344 0.0634
H -2.822 1.935 2.580 -0.0415 0.0694 0.0765
C -0.031 1.949 2.434 0.1603 0.0025 0.0189
C 1.483 2.116 2.402 -0.1526 -0.0188 -0.2584
H 1.807 2.835 3.155 0.0605 0.0045 -0.0016
H 1.955 1.155 2.622 0.0735 -0.0018 0.0102
C 1.955 2.566 1.014 0.3713 0.4387 0.6457
C 1.340 3.914 0.626 0.0794 -0.4077 -0.0796
H 1.612 4.674 1.355 0.0149 0.1131 0.0948
H 1.698 4.217 -0.354 0.0245 0.0635 -0.0874
H 0.257 3.838 0.572 -0.1274 0.0539 0.0185
C 3.493 2.609 0.993 -0.3587 -0.0618 -0.4278
C 4.086 2.981 -0.365 0.1484 0.0028 0.1926
C 5.596 2.745 -0.447 -0.2051 -0.1639 0.0977
H 6.085 3.377 0.299 0.0943 0.0782 -0.0238
H 5.935 3.080 -1.431 0.1110 0.0504 -0.0257
C 6.078 1.301 -0.241 0.0431 0.2103 -0.2902
C 7.598 1.272 -0.405 -0.2480 -0.0920 0.1942
H 8.061 2.032 0.221 0.0954 0.0711 0.0440
H 7.872 1.469 -1.440 0.0648 0.0294 -0.1556
H 8.006 0.307 -0.118 0.1239 -0.0887 -0.0051
C 5.386 0.332 -1.205 0.2272 -0.0748 0.5015
C 5.794 -1.128 -1.007 -0.1737 0.1577 -0.3081
H 6.847 -1.246 -1.263 0.0449 -0.0178 0.0944
H 5.688 -1.386 0.049 0.0415 -0.0250 0.1130
C 4.955 -2.094 -1.861 0.1653 -0.2129 0.3290
H 5.621 -2.692 -2.486 -0.0305 0.0020 -0.0957
H 4.311 -1.525 -2.535 -0.0670 0.0233 -0.1224
C 4.079 -3.055 -1.044 -0.1474 0.1567 -0.3637
C 3.538 -4.150 -1.963 0.1243 0.0580 0.2860
H 2.934 -4.863 -1.409 -0.1043 -0.1254 -0.0111
H 2.923 -3.714 -2.748 -0.0978 0.0494 -0.1282
H 4.356 -4.694 -2.431 0.0510 -0.0779 -0.0795
C 2.938 -2.304 -0.350 0.2708 -0.4409 0.2196
C 2.238 -3.120 0.735 -0.1681 0.3841 -0.1334
C 1.090 -2.337 1.368 0.2148 -0.3859 0.2641
H 1.472 -1.369 1.706 0.0061 0.1297 -0.0164
C 0.440 -3.052 2.556 -0.1874 0.1763 -0.1076
C -0.294 -4.316 2.119 0.2284 0.0997 0.1131
H 0.389 -5.041 1.684 0.0317 -0.1427 -0.0687
H -0.782 -4.784 2.973 -0.0741 -0.0968 0.0633
H -1.054 -4.063 1.384 -0.1110 -0.0092 -0.1006
C -0.547 -2.110 3.241 0.2153 -0.1910 0.0176
H -1.337 -1.851 2.542 -0.1649 0.0870 -0.1000
H -0.995 -2.586 4.112 -0.0940 -0.0085 0.1111
H -0.050 -1.197 3.564 0.0264 0.1792 0.0563
H 1.225 -3.325 3.274 0.0073 0.0243 -0.0319
H 0.323 -2.138 0.616 -0.1217 0.1095 -0.0811
H 1.848 -4.042 0.305 0.0282 -0.1201 0.0175
H 2.962 -3.392 1.508 0.0386 -0.0747 0.0255
H 2.202 -2.005 -1.098 -0.0544 0.1280 -0.1292
H 3.329 -1.393 0.106 -0.0198 0.1807 0.0280
H 4.707 -3.526 -0.279 0.0250 0.0359 0.0273
H 5.605 0.632 -2.232 -0.0659 0.0663 -0.1199
H 4.308 0.403 -1.058 -0.1506 0.0076 -0.1008
H 5.847 0.992 0.785 -0.0327 -0.0298 0.0069
H 3.575 2.413 -1.141 -0.0510 0.0387 -0.0929
H 3.909 4.040 -0.561 -0.0698 -0.0067 -0.0825
H 3.837 3.312 1.754 0.0094 0.0040 0.1016
H 3.841 1.613 1.270 -0.0043 -0.0720 0.1287
O 1.585 1.582 0.050 0.0969 -0.1337 -0.0780
H -0.312 1.388 3.328 -0.0523 0.0515 0.0174
H -0.521 2.925 2.502 -0.0358 0.0005 0.0658
C 0.811 0.260 -2.218 -0.0052 0.0412 0.0873
H 0.490 0.925 -3.021 0.0299 0.0239 -0.1236
H 1.820 0.533 -1.929 0.0937 -0.0351 -0.0969
H 0.813 -0.758 -2.601 0.0285 -0.0669 -0.0913
H -1.595 -1.918 -2.266 0.0255 -0.0841 -0.0675
H -2.982 -0.830 -2.346 -0.0176 -0.0075 -0.0585
H -1.496 -0.418 -3.196 0.0051 -0.0080 -0.0916
```
Positions in Å, forces in eV/Å.

Output
LUMO: 0.7 eV
Kohn-Sham gap: 8.896 eV
Energy relative to the best compared isomer or geometry (same formula, charge and spin): 4.2 kcal per mole



- Among the records above, which one has the lowest Kohn-Sham gap?
  C35H58Cl19O4PSSi